(1)
{"formula": "C40H56BBeCl6F6KN5NaO7PS3", "method": "ωB97M-V/def2-TZVPD", "total_energy_ha": -8055.49038, "total_charge": 1, "e_above_lowest_kcal_mol": 138.5, "fmax_ev_per_a": 3.999, "lumo_ev": -7.714, "orbital_gap_ev": 0.93, "e_homo_ha": -0.3178, "elements": ["C", "C", "C", "C", "C", "N", "C", "C", "C", "C", "C", "C", "C", "C", "O", "C", "C", "O", "C", "S", "C", "C", "C", "N", "C", "C", "C", "C", "C", "C", "S", "C", "S", "N", "C", "C", "N", "C", "P", "O", "Cl", "H", "H", "H", "H", "H", "H", "H", "H", "H", "H", "H", "H", "H", "H", "H", "H", "H", "H", "H", "H", "H", "H", "H", "H", "H", "H", "H", "H", "H", "H", "H", "H", "H", "H", "H", "H", "H", "H", "H", "H", "H", "H", "H", "C", "Cl", "Cl", "Cl", "Cl", "B", "F", "F", "F", "F", "K", "Cl", "F", "O", "C", "O", "C", "C", "C", "H", "H", "H", "H", "H", "H", "H", "H", "Na", "Be", "C", "C", "C", "C", "C", "C", "N", "O", "O", "H", "H", "H", "H", "H", "F"], "xyz": [[3.493, 4.482, 0.782], [3.356, 5.382, -0.519], [2.179, 4.910, -1.463], [2.424, 3.471, -2.074], [1.080, 2.601, -2.193], [1.388, 1.217, -1.671], [1.467, 1.194, -0.378], [1.845, -0.268, -0.002], [3.182, -0.401, 0.812], [3.180, 0.568, 2.088], [4.637, 0.423, 2.712], [5.774, 1.215, 1.847], [7.050, 0.284, 1.820], [7.071, -0.737, 0.623], [7.046, -2.103, 1.135], [8.007, -2.860, 0.419], [7.620, -3.489, -0.961], [9.085, -2.997, 0.913], [1.658, -1.138, -1.368], [3.218, -2.165, -1.505], [0.369, -1.970, -1.024], [0.458, -3.407, -0.711], [-0.780, -4.094, -0.356], [-2.027, -3.567, -0.282], [-2.086, -2.246, -0.593], [-0.980, -1.370, -0.957], [1.597, -0.035, -2.482], [2.946, 0.319, -3.246], [3.219, -0.682, -4.455], [4.779, -1.205, -4.436], [5.714, -0.792, -5.985], [6.901, 0.481, -5.430], [6.932, 1.860, -6.292], [7.750, 0.278, -4.280], [8.359, -0.878, -3.781], [9.105, -0.417, -2.626], [8.893, 0.969, -2.461], [8.069, 1.355, -3.457], [0.180, -0.062, -3.767], [0.649, 0.879, -5.067], [-0.059, -2.036, -4.479], [2.583, 4.551, 1.430], [3.764, 3.426, 0.503], [4.358, 4.877, 1.391], [4.343, 5.310, -1.053], [3.203, 6.438, -0.164], [2.167, 5.636, -2.325], [1.186, 5.017, -0.956], [3.226, 2.948, -1.494], [2.828, 3.637, -3.112], [0.287, 3.037, -1.544], [0.821, 2.603, -3.281], [1.333, 2.040, 0.331], [1.033, -0.667, 0.674], [4.076, -0.076, 0.214], [3.320, -1.428, 1.248], [3.120, 1.631, 1.716], [2.360, 0.320, 2.809], [4.594, 0.922, 3.735], [4.935, -0.651, 2.732], [6.085, 2.210, 2.304], [5.424, 1.453, 0.806], [7.993, 0.901, 1.770], [7.110, -0.318, 2.772], [7.913, -0.578, -0.102], [6.124, -0.640, 0.007], [6.830, -4.277, -0.853], [8.530, -3.968, -1.398], [7.235, -2.649, -1.607], [3.258, -2.967, -0.398], [1.406, -3.979, -0.710], [-0.683, -5.179, -0.090], [-3.115, -1.762, -0.551], [-1.150, -0.289, -1.162], [3.820, 0.321, -2.544], [2.920, 1.339, -3.716], [2.945, -0.191, -5.473], [2.589, -1.621, -4.235], [5.309, -0.875, -3.499], [4.763, -2.362, -4.374], [8.282, -1.892, -4.216], [9.757, -1.016, -1.954], [7.687, 2.384, -3.624], [-0.044, 0.706, -5.785], [-5.771, 0.162, 0.393], [-6.937, -0.701, -0.658], [-6.053, -0.304, 2.074], [-4.129, -0.314, -0.091], [-5.943, 1.919, 0.237], [-9.630, -3.240, -1.542], [-8.813, -4.353, -1.863], [-9.749, -3.127, -0.129], [-9.022, -2.049, -2.052], [-10.908, -3.399, -2.120], [3.126, -1.719, -6.645], [-1.489, -0.520, -6.247], [5.828, 0.792, -8.084], [-10.561, 0.161, 0.400], [-10.375, 0.907, 1.330], [-11.135, 0.812, 2.425], [-10.869, 1.519, 3.644], [-11.447, 2.919, 3.602], [-9.349, 2.003, 1.229], [-9.803, 1.511, 3.873], [-11.360, 0.954, 4.436], [-10.995, 3.519, 2.810], [-11.286, 3.428, 4.554], [-12.519, 2.882, 3.399], [-9.785, 2.850, 0.698], [-8.501, 1.624, 0.668], [-8.960, 2.334, 2.191], [5.637, 2.750, 3.876], [4.460, -4.507, -5.107], [-7.607, -3.739, 7.329], [-6.360, -3.133, 7.223], [-6.263, -1.812, 6.814], [-7.421, -1.105, 6.517], [-8.670, -1.704, 6.613], [-8.760, -3.027, 7.020], [-7.325, 0.299, 6.107], [-6.212, 0.790, 6.014], [-8.363, 0.897, 5.886], [-7.680, -4.770, 7.654], [-5.464, -3.693, 7.464], [-5.288, -1.349, 6.735], [-9.574, -1.157, 6.377], [-9.729, -3.504, 7.101], [-8.215, 0.901, -1.228]], "forces_ev_per_a": [[0.52, 0.55, -0.24], [-0.11, -0.69, 0.70], [0.67, 0.64, -0.45], [-0.32, 0.71, -0.36], [1.55, 0.75, -0.84], [-1.64, 2.44, 1.56], [1.06, -3.70, -1.08], [-0.69, 0.10, 1.29], [-0.25, 1.36, 1.07], [1.19, -0.30, -0.98], [-0.46, 1.72, -0.72], [0.06, -1.16, 0.36], [0.87, 0.21, -0.19], [-1.30, 0.06, -0.38], [0.54, 0.41, -1.31], [0.42, -0.87, -0.01], [-0.26, 0.57, 0.54], [-0.42, 0.02, -0.34], [0.09, 0.03, 2.44], [-0.11, -0.23, -0.97], [-1.69, -1.83, -0.41], [-2.22, 1.86, 0.01], [1.22, 0.15, 0.01], [2.05, 1.31, -0.71], [0.60, 1.08, -0.41], [1.16, -2.32, 0.54], [2.49, 0.87, -1.02], [0.69, -0.50, -0.88], [0.89, 0.15, 1.61], [-0.58, -0.85, 0.48], [0.81, 0.65, 1.42], [-0.41, 0.97, -0.50], [-0.02, -0.85, 0.73], [-0.51, -0.04, -0.25], [1.41, 1.07, 2.36], [-1.79, 0.19, -2.27], [-1.06, -0.84, -1.30], [1.32, -1.22, 1.23], [-3.49, 0.61, -1.48], [1.61, -1.02, 2.21], [2.07, -0.13, 1.66], [0.63, -0.31, -0.61], [-0.50, 0.83, 0.35], [-0.77, -0.33, -0.53], [-0.99, 0.26, 0.30], [0.11, -0.98, -0.62], [-0.20, -0.66, 0.90], [0.83, -0.26, -0.24], [-0.81, 0.18, -0.43], [-0.30, -0.37, 1.07], [0.45, -0.48, -0.75], [-0.28, -0.39, 1.09], [0.05, -0.53, -1.03], [0.79, 0.63, -0.43], [-0.94, -0.73, 0.34], [-0.13, 0.90, -0.87], [-0.35, -0.88, 0.58], [0.76, 0.29, -0.60], [0.04, -1.39, -0.69], [-0.23, 0.91, 0.52], [-0.15, -1.42, -1.80], [0.34, -0.17, 1.04], [-0.97, -0.56, 0.02], [-0.06, 0.62, -0.94], [-0.54, -0.02, 0.93], [0.90, 0.16, 0.55], [0.58, 0.84, 0.06], [-0.78, 0.61, 0.39], [0.36, -0.96, 0.42], [-0.61, 0.68, -0.41], [-0.90, 0.53, -0.16], [-0.24, 1.10, -0.32], [2.33, -2.00, -0.43], [0.05, -1.07, 0.07], [-0.73, -0.05, -0.44], [-0.40, -0.86, 0.69], [0.35, 0.30, 3.32], [0.66, 1.38, -0.66], [-0.50, -0.15, -1.04], [-0.04, 1.77, 0.03], [-0.05, 1.09, 0.11], [-0.61, 0.67, -0.68], [0.39, -1.18, 0.03], [-0.65, -0.54, 0.04], [0.23, 1.12, 0.68], [-1.86, 1.19, -1.01], [-0.03, -0.08, -0.41], [-1.68, 1.13, 0.42], [0.17, -0.45, -0.11], [-0.59, -0.85, 0.06], [-0.15, 0.61, 0.17], [0.29, 0.17, -0.46], [0.35, 0.21, 0.25], [0.68, 0.24, 0.26], [-0.66, -1.95, -3.13], [-0.65, 1.16, -1.11], [0.07, -0.45, 0.02], [0.06, 0.12, 0.16], [-0.19, 0.15, -0.02], [-0.13, -0.55, -0.10], [0.08, 0.46, 0.17], [-0.05, 0.09, -0.18], [0.75, 0.11, 0.42], [-0.03, 0.02, -0.08], [-0.02, -0.19, -0.24], [0.06, 0.00, 0.09], [0.00, -0.05, -0.03], [0.04, -0.05, 0.09], [-0.02, -0.09, -0.03], [-0.41, 0.10, -0.09], [-0.27, 0.09, 0.05], [-0.23, 0.67, 1.40], [-0.01, -0.33, -0.04], [0.00, -0.01, 0.01], [-0.17, 0.04, -0.03], [0.23, 0.01, 0.01], [-0.06, -0.54, 0.18], [-0.22, 0.06, -0.03], [0.17, 0.00, 0.02], [0.01, 0.19, -0.04], [-0.25, -0.10, -0.05], [0.26, -0.09, -0.01], [0.00, 0.07, -0.04], [-0.04, 0.07, -0.03], [-0.16, 0.13, -0.03], [0.17, 0.09, -0.01], [0.05, 0.07, -0.03], [1.34, -1.96, 0.51]]}


(2)
{"formula": "C4H7N2O", "method": "ωB97M-V/def2-TZVPD", "total_energy_ha": -341.09605, "total_charge": 1, "e_above_lowest_kcal_mol": 25.2, "fmax_ev_per_a": 2.915, "lumo_ev": -3.260, "orbital_gap_ev": 10.70, "e_homo_ha": -0.5130, "elements": ["C", "C", "C", "C", "N", "N", "O", "H", "H", "H", "H", "H", "H", "H"], "xyz": [[-0.259, -1.702, 0.344], [-1.204, 3.163, 0.801], [1.259, -1.490, -1.224], [1.006, -0.254, -0.737], [0.550, -2.378, -0.481], [-0.015, -0.412, 0.225], [-1.177, 2.120, 1.395], [-0.981, -2.113, 1.131], [-1.336, 3.080, -0.284], [1.979, -1.886, -1.858], [-1.535, 4.075, 1.286], [1.255, 0.797, -1.012], [0.790, -3.323, -0.397], [-0.333, 0.322, 0.809]], "forces_ev_per_a": [[-1.20, -0.90, 2.34], [-2.45, -0.73, -0.81], [0.49, 0.84, 1.10], [-1.29, 1.66, -0.11], [-1.46, 1.62, 0.67], [1.87, -1.38, -1.76], [1.11, -0.77, 0.84], [1.34, 0.43, -1.52], [0.82, 0.67, -0.42], [1.09, -0.10, -1.28], [0.67, 0.65, 0.32], [0.16, -1.44, 0.08], [-0.16, -1.65, -0.09], [-0.99, 1.09, 0.66]]}


(3)
{"formula": "C7H12MgN3", "method": "ωB97M-V/def2-TZVPD", "total_energy_ha": -638.16903, "total_charge": -1, "e_above_lowest_kcal_mol": 0.0, "fmax_ev_per_a": 3.271, "lumo_ev": 2.538, "orbital_gap_ev": 4.96, "e_homo_ha": -0.0890, "elements": ["C", "Mg", "N", "H", "H", "H", "H", "H", "H", "H", "H", "N", "C", "C", "C", "C", "C", "N", "C", "H", "H", "H", "H"], "xyz": [[0.883, -1.911, -0.146], [0.904, 0.095, -0.233], [-0.358, 1.957, 0.658], [0.012, 0.435, -1.882], [-1.145, 2.093, 0.028], [1.611, 1.820, -0.077], [1.843, -2.060, -0.760], [0.162, -2.703, -0.208], [1.096, -1.785, 0.972], [-0.632, 1.888, 1.631], [0.294, 2.761, 0.569], [-6.198, -0.082, -1.572], [-5.265, -0.287, -0.892], [-4.138, -0.533, -0.024], [-4.350, -0.880, 1.321], [-3.240, -1.091, 2.122], [-1.956, -0.921, 1.574], [-1.768, -0.503, 0.322], [-2.822, -0.374, -0.490], [-5.365, -0.969, 1.708], [-3.330, -1.363, 3.171], [-1.061, -1.137, 2.169], [-2.622, -0.124, -1.535]], "forces_ev_per_a": [[1.98, -0.21, 1.23], [-1.38, 2.35, -1.81], [-0.24, 0.84, 0.38], [-0.13, 0.14, -0.23], [-0.06, -0.06, 0.27], [1.98, -0.52, 0.00], [-1.11, -0.41, 1.14], [-0.31, -0.28, -0.46], [0.51, -0.83, -0.75], [-0.49, 0.19, 0.10], [-0.57, -1.13, -0.05], [2.07, -0.46, 1.51], [-1.81, 0.31, -1.34], [0.12, -0.02, 0.18], [0.11, 0.15, -0.17], [0.43, -0.04, 0.01], [-0.81, 0.18, -0.25], [-0.42, -0.55, -0.05], [-0.01, 0.07, 0.52], [0.29, 0.00, -0.09], [-0.12, -0.03, -0.22], [-0.24, 0.24, -0.22], [0.20, 0.10, 0.31]]}


(4)
{"formula": "C24H45BBrN4O2", "method": "ωB97M-V/def2-TZVPD", "total_energy_ha": -3909.16721, "total_charge": 1, "e_above_lowest_kcal_mol": 253.1, "fmax_ev_per_a": 12.520, "lumo_ev": -8.022, "orbital_gap_ev": 4.04, "e_homo_ha": -0.4434, "elements": ["C", "C", "C", "C", "C", "C", "C", "C", "C", "C", "C", "C", "C", "N", "B", "N", "O", "C", "Br", "C", "N", "H", "H", "H", "H", "H", "H", "H", "H", "H", "H", "H", "H", "H", "H", "H", "H", "H", "H", "H", "H", "H", "H", "H", "H", "H", "H", "H", "C", "C", "C", "C", "C", "C", "N", "O", "C", "C", "C", "H", "H", "H", "H", "H", "H", "H", "H", "H", "H", "H", "H", "H", "H", "H", "H", "H", "H"], "xyz": [[0.083, -1.483, 6.068], [-0.667, -0.581, 4.903], [-0.317, -1.076, 3.360], [-0.994, -2.514, 2.950], [0.017, -3.803, 3.027], [1.377, -3.643, 2.082], [2.735, -3.360, 3.003], [4.133, -3.410, 2.142], [4.776, -1.945, 1.782], [4.192, -1.268, 0.391], [2.721, -0.564, 0.556], [2.743, 1.090, 0.482], [1.140, 1.547, 0.618], [-0.107, 1.858, 0.867], [3.215, 1.666, -1.014], [4.195, 2.803, -1.237], [2.607, 1.067, -2.250], [3.515, 1.809, 1.738], [2.952, 1.082, 3.546], [5.160, 1.728, 1.673], [6.409, 1.948, 1.316], [0.289, -2.574, 5.675], [-0.608, -1.504, 7.039], [1.103, -0.981, 6.434], [-0.202, 0.512, 5.003], [-1.840, -0.548, 5.120], [-0.618, -0.212, 2.594], [0.874, -1.130, 3.291], [-1.342, -2.435, 1.811], [-1.999, -2.750, 3.550], [0.398, -4.077, 4.099], [-0.579, -4.735, 2.587], [1.214, -2.846, 1.237], [1.578, -4.684, 1.541], [2.759, -4.255, 3.790], [2.635, -2.371, 3.662], [3.988, -4.113, 1.204], [4.933, -3.965, 2.829], [4.706, -1.217, 2.721], [5.943, -2.111, 1.613], [4.090, -2.132, -0.418], [5.018, -0.532, -0.019], [2.068, -0.939, -0.369], [2.123, -0.875, 1.514], [3.958, 3.368, -2.085], [4.183, 3.501, -0.434], [1.760, 1.585, -2.489], [3.149, 2.945, 1.744], [-3.871, 3.296, -2.176], [-3.280, 1.859, -2.138], [-1.818, 1.871, -2.661], [-1.703, 1.997, -4.177], [-2.563, 0.953, -4.880], [-4.041, 0.972, -4.412], [-4.174, 0.935, -2.917], [-3.897, -0.378, -2.499], [-4.748, 2.232, -4.980], [-4.795, -0.207, -5.110], [-3.234, 1.516, -0.611], [-4.967, 3.276, -2.194], [-3.589, 3.875, -1.288], [-3.519, 3.882, -3.026], [-1.307, 0.946, -2.356], [-1.259, 2.694, -2.194], [-1.984, 3.005, -4.500], [-0.656, 1.865, -4.474], [-2.507, 1.115, -5.964], [-2.125, -0.038, -4.700], [-5.768, 2.323, -4.588], [-4.826, 2.179, -6.073], [-4.222, 3.162, -4.777], [-4.338, -1.183, -4.907], [-4.787, -0.089, -6.201], [-5.845, -0.248, -4.794], [-4.241, 1.482, -0.181], [-2.664, 2.273, -0.057], [-2.738, 0.561, -0.408]], "forces_ev_per_a": [[-0.26, 0.29, 0.39], [0.76, 0.41, 0.01], [0.24, 0.40, 0.49], [-0.17, -0.14, -0.70], [0.18, -0.41, -0.98], [0.31, -0.54, 0.40], [-0.52, -0.60, 0.19], [0.30, -0.19, 0.97], [0.78, -0.27, -0.33], [0.35, -0.50, 0.32], [-0.66, -0.14, -0.98], [-1.19, -0.55, 0.71], [-8.05, 1.93, 2.32], [11.48, -2.80, -2.58], [0.42, 1.15, -2.21], [-3.33, -0.03, 1.39], [-0.99, 2.18, 2.11], [0.66, 0.87, -0.27], [0.37, 0.54, -1.37], [7.80, 2.60, -3.83], [-11.78, -2.27, 3.59], [-0.43, 2.21, 0.99], [1.52, -0.18, -2.17], [-2.15, -1.17, -1.06], [-1.35, -2.19, -0.21], [2.62, -0.05, -0.68], [0.44, -1.94, 1.70], [-2.58, -0.08, 0.13], [0.80, -0.22, 2.36], [2.31, 0.66, -1.06], [-0.99, 0.62, -1.91], [1.20, 1.94, 1.14], [0.32, -1.42, 1.66], [-0.45, 2.23, 1.10], [-0.05, 1.90, -1.67], [0.28, -1.99, -1.58], [0.30, 1.64, 1.70], [-1.68, 1.23, -1.48], [-0.09, -1.53, -2.09], [-2.51, 0.36, 0.27], [0.21, 1.83, 1.77], [-1.83, -1.24, 0.80], [1.30, 1.07, 1.99], [1.46, 0.57, -1.70], [0.59, -1.04, 0.73], [0.58, -1.38, -1.23], [2.15, -1.27, 0.61], [1.30, -2.48, 0.15], [-0.24, 0.35, -0.39], [-1.09, 2.58, 3.09], [0.68, -0.78, -1.11], [-0.43, 0.18, 0.06], [1.25, 0.00, 0.79], [-3.01, 0.42, -2.83], [7.00, -8.38, 0.98], [-2.88, 7.02, -1.79], [-0.02, 0.50, 0.22], [0.30, -0.51, 0.67], [0.03, -0.83, -0.32], [0.21, 0.01, -0.03], [0.06, -0.47, -0.15], [-0.12, -0.14, 0.00], [-0.36, 0.02, 0.14], [-0.64, -0.11, 0.25], [0.05, -0.10, 0.01], [-0.13, -0.03, 0.04], [-0.58, -0.04, 0.24], [-0.33, 0.00, 0.13], [0.20, -0.05, -0.07], [0.10, -0.32, 0.35], [-0.04, -0.09, 0.11], [-0.09, 0.26, 0.13], [0.14, 0.32, 0.39], [0.22, 0.07, 0.01], [0.07, 0.02, -0.17], [-0.12, -0.09, -0.50], [-0.18, 0.15, -0.14]]}